1.
Formula: C5H11N2O
Source: the OMol25 dataset
Level of theory: ωB97M-V/def2-TZVPD

```
19
Properties=species:S:1:pos:R:3:forces:R:3
O 1.204830 0.296969 -0.025098 -2.0 2.6 0.7
C 0.603054 1.389214 -0.059621 2.9 -1.5 -3.5
C -0.715464 1.598922 0.511445 -0.6 -0.7 3.3
C -1.567350 0.498704 0.996321 3.6 -1.3 -1.1
C -2.514344 -0.285550 -0.010743 -1.9 2.4 -3.0
C -1.331553 -2.120267 -0.635716 -0.6 2.2 -1.1
N -1.972098 -1.059259 -1.108616 2.3 -3.4 3.5
N 4.618729 -0.132430 -0.289127 -3.3 -4.5 0.3
H 1.021879 2.219940 -0.787589 -0.7 -1.1 1.7
H -0.915347 2.667877 0.894560 -0.2 -1.6 -1.2
H -2.217472 0.895510 1.643870 -2.7 1.6 2.4
H -1.050356 -0.379175 1.568777 0.2 1.5 -1.3
H -3.323874 -0.802770 0.554880 0.8 0.5 -0.3
H -2.893510 0.618199 -0.596645 -0.6 -1.3 1.2
H -0.937748 -2.827058 -1.339265 0.1 -0.3 -0.4
H -1.049986 -2.329394 0.437545 -0.6 0.5 -0.9
H 4.826031 -0.684105 -1.179367 -0.7 0.6 1.8
H 4.709503 0.768181 -0.601841 -0.1 3.0 -0.6
H 3.505075 -0.333500 0.026232 4.2 0.8 -1.6
```
Positions in Å, forces in eV/Å.

## Properties
net charge = +1
gap between HOMO and LUMO = 0.1335 hartree
E_LUMO = -8.7 eV
relative energy (zero: lowest compared OMol25 entry of this formula, charge and spin) = 185.1 kcal/mol
largest force on an atom = 5.58 eV Å⁻¹
total energy = -10377.5802 eV

2.
Formula: C5H11N2O
Source: the OMol25 dataset
Level of theory: ωB97M-V/def2-TZVPD

```
19
Properties=species:S:1:pos:R:3:forces:R:3
C 0.015714 -1.438140 -0.243563 -0.5 1.4 1.9
C 0.065934 -0.367154 0.803344 -1.5 0.8 -1.1
C -0.474515 1.108313 0.353003 -0.9 -2.1 1.5
C -0.484441 2.056062 1.558275 2.3 -0.2 -1.5
C 1.326677 -0.986347 -2.308955 -0.3 -1.0 0.7
N 0.764965 -1.237646 -1.208618 2.0 -0.1 -4.1
N -0.742296 -2.513813 -0.101832 1.4 0.3 -1.6
O 0.250738 1.670935 -0.675216 0.7 0.1 -0.6
H -0.482979 -0.832487 1.565600 -1.5 0.2 1.5
H 1.001780 -0.293778 1.251418 2.1 0.3 0.2
H -1.507123 0.962139 -0.016206 0.4 0.0 0.2
H 0.593258 2.411345 1.635682 -1.1 -0.5 0.5
H -0.848549 1.680922 2.496701 -0.3 0.0 0.2
H -0.990251 2.885257 1.128015 -0.9 1.0 0.5
H 0.767615 2.410657 -0.320389 0.0 -0.3 -0.2
H 2.320829 -1.418787 -2.485944 -0.2 0.5 0.1
H 0.808132 -0.478172 -3.125066 0.0 0.2 0.3
H -1.402463 -2.567139 0.583208 -1.8 0.1 2.5
H -0.983025 -3.052166 -0.889456 0.1 -0.8 -1.1
```
Positions in Å, forces in eV/Å.

## Properties
net charge = +1
SMILES = C=NC(=[NH2+])C[C@@H](C)O
gap between HOMO and LUMO = 0.3775 hartree
E_LUMO = -4.0 eV
relative energy (zero: lowest compared OMol25 entry of this formula, charge and spin) = 57.0 kcal/mol
largest force on an atom = 4.57 eV Å⁻¹
total energy = -10383.1351 eV

3.
Formula: C5H11N2O
Source: the OMol25 dataset
Level of theory: ωB97M-V/def2-TZVPD

```
19
Properties=species:S:1:pos:R:3:forces:R:3
O -0.649376 2.346701 0.805477 0.2 -0.3 -0.6
C -0.884669 2.594444 -0.358099 -1.2 1.4 1.7
C -0.007178 2.053598 -1.392022 1.3 -3.2 0.9
C 1.130656 1.196612 -0.980205 0.2 1.2 -1.8
C 2.236278 1.927685 -0.175980 -1.6 3.1 1.2
N -1.240243 -4.259104 1.121687 1.5 2.9 -2.4
C -0.270728 -3.212523 0.731767 0.2 2.4 2.8
N -0.682256 -2.091871 0.226788 0.7 -1.4 -0.4
H -1.762843 3.223315 -0.573134 0.2 -0.2 -0.6
H 2.416137 2.876758 -0.695450 0.7 -0.4 -0.4
H -0.335584 1.996396 -2.427144 0.2 0.6 -0.2
H 0.792456 0.367294 -0.331894 -0.5 -0.1 -0.2
H 1.641644 0.924334 -1.890702 -0.3 -1.0 -0.3
H 3.170606 1.424777 0.039069 -0.4 -0.5 -0.1
H 1.681489 2.368308 0.684367 1.1 -1.0 0.2
H -0.816347 -5.083507 1.534641 0.5 -0.1 -0.8
H -1.069529 -4.055610 0.053854 -2.4 -3.9 0.0
H 0.798022 -3.334503 0.902534 -0.1 -0.2 0.2
H -1.675353 -2.227165 0.012506 -0.2 0.6 0.4
```
Positions in Å, forces in eV/Å.

## Properties
net charge = +1
gap between HOMO and LUMO = 0.1521 hartree
E_LUMO = -8.6 eV
relative energy (zero: lowest compared OMol25 entry of this formula, charge and spin) = 186.2 kcal/mol
largest force on an atom = 4.55 eV Å⁻¹
total energy = -10377.5331 eV

4.
Formula: C5H11N2O
Source: the OMol25 dataset
Level of theory: ωB97M-V/def2-TZVPD

```
19
Properties=species:S:1:pos:R:3:forces:R:3
O -0.610931 0.605912 0.299003 0.5 -1.2 -0.4
C 0.347916 -0.184064 0.551280 -1.9 1.5 3.7
C 1.377291 -0.268209 -0.832375 2.1 1.4 -4.1
C 0.735908 -1.575688 -1.444522 -1.6 -0.4 1.3
C 0.072750 -2.333087 -0.276115 2.6 0.6 0.9
C 0.163773 -1.604683 0.847210 -1.9 -1.5 -1.1
N -2.404608 2.681026 1.834478 0.6 0.2 0.9
N 1.178652 0.870572 -1.598176 -0.4 -0.9 1.9
H 1.017281 0.334981 1.309703 0.8 0.2 -1.2
H 2.442435 -0.305661 -0.610070 -0.1 -0.8 0.4
H 0.033528 -1.278263 -2.221120 0.0 0.0 -0.1
H 1.507700 -2.211800 -1.874796 0.4 0.4 0.0
H 0.113742 -3.410815 -0.175299 -0.8 -0.1 -0.6
H -0.108206 -2.019040 1.811839 0.3 0.4 0.2
H -2.873684 3.498771 1.485722 -0.1 -0.1 -0.5
H -2.509590 1.838264 1.302816 -0.5 0.1 -0.3
H -2.716383 2.548010 2.788338 0.1 -0.2 -0.1
H 0.305547 1.317055 -1.343752 -0.3 0.3 -0.9
H 1.926880 1.496720 -1.854163 0.2 0.0 0.2
```
Positions in Å, forces in eV/Å.

## Properties
net charge = +1
gap between HOMO and LUMO = 0.1511 hartree
E_LUMO = -8.4 eV
relative energy (zero: lowest compared OMol25 entry of this formula, charge and spin) = 156.9 kcal/mol
largest force on an atom = 4.86 eV Å⁻¹
total energy = -10378.8014 eV

5.
Formula: C5H11N2O
Source: the OMol25 dataset
Level of theory: ωB97M-V/def2-TZVPD

```
19
Properties=species:S:1:pos:R:3:forces:R:3
C -2.143314 -0.174875 -0.670781 -3.6 1.0 -2.0
C 0.995761 -1.116834 -0.519152 0.4 0.2 -1.1
C 0.279224 0.119268 -0.045508 -0.8 0.2 1.3
C 0.043310 -0.279084 1.494914 1.9 0.5 -0.1
C 1.172564 1.328972 -0.180428 1.6 0.6 1.2
N -0.936674 0.407865 -0.803957 2.2 1.2 -2.1
N -2.428311 -1.041254 0.187109 3.5 0.4 0.3
O 2.254981 -1.186421 -0.685862 -0.2 1.6 1.0
H -2.951078 0.322305 -1.464525 2.0 -1.3 1.9
H 0.518162 -2.005468 -0.866699 -1.2 -0.6 0.3
H -0.523686 -1.201286 1.559451 -0.3 0.3 0.3
H -0.346790 0.583864 2.135923 0.4 -1.2 -1.2
H 1.114887 -0.512922 1.808503 -1.3 0.4 0.2
H 0.743561 2.321071 0.118633 0.2 -1.3 0.4
H 1.332304 1.472035 -1.213523 0.5 0.1 -1.5
H 2.203835 1.134711 0.279448 -1.6 0.6 -0.4
H -0.777991 0.974632 -1.704049 -0.4 -1.2 2.1
H -3.317228 -1.379351 0.184739 -3.1 -0.8 -0.2
H 2.633162 -2.035856 -0.937752 -0.1 -0.6 -0.3
```
Positions in Å, forces in eV/Å.

## Properties
net charge = +1
gap between HOMO and LUMO = 0.2759 hartree
E_LUMO = -5.9 eV
relative energy (zero: lowest compared OMol25 entry of this formula, charge and spin) = 87.9 kcal/mol
largest force on an atom = 4.28 eV Å⁻¹
total energy = -10381.7916 eV

6.
Formula: C5H11N2O
Source: the OMol25 dataset
Level of theory: ωB97M-V/def2-TZVPD

```
19
Properties=species:S:1:pos:R:3:forces:R:3
C -1.576630 1.930050 0.432256 -0.3 -0.4 0.0
C -0.194100 1.645696 1.048438 -0.3 0.7 -0.4
C 0.558504 0.561998 0.362042 0.1 0.1 0.8
C 1.836463 0.542554 -0.065950 0.3 -0.5 -0.4
N 2.106254 -0.758625 -0.469675 0.6 0.4 0.6
C 1.050114 -1.517121 -0.237317 -0.3 -0.2 -0.3
N 0.102962 -0.740827 0.255919 -0.3 0.4 0.0
H -1.564818 2.725092 -0.305613 0.3 0.0 -0.2
H -2.305679 2.240293 1.176334 0.1 -0.1 0.2
H -1.972671 1.039611 -0.067009 -0.1 0.1 0.1
H -0.253308 1.446407 2.120262 -0.1 -0.3 -0.1
H 0.410571 2.549579 0.978589 0.1 0.0 0.0
H 2.597140 1.295014 -0.122114 0.0 0.2 0.0
H 3.049149 -1.085713 -0.623429 -0.2 -0.2 -0.4
H 0.932027 -2.557485 -0.476553 0.1 -0.1 0.1
H -0.873462 -1.007993 0.365026 0.0 -0.2 -0.1
H -3.274986 -1.662476 -0.815870 0.0 0.0 0.0
H -2.086829 -1.625696 -1.796388 -0.2 0.0 -0.1
O -2.355016 -1.390404 -0.903234 0.1 0.0 0.2
```
Positions in Å, forces in eV/Å.

## Properties
net charge = +1
gap between HOMO and LUMO = 0.4058 hartree
E_LUMO = -2.9 eV
relative energy (zero: lowest compared OMol25 entry of this formula, charge and spin) = 2.3 kcal/mol
largest force on an atom = 0.91 eV Å⁻¹
total energy = -10385.5068 eV

- What is the formula in the sixth record?
  C5H11N2O

What did the fifth record say?
Formula: C5H11N2O
Source: the OMol25 dataset
Level of theory: ωB97M-V/def2-TZVPD

```
19
Properties=species:S:1:pos:R:3:forces:R:3
C -2.143314 -0.174875 -0.670781 -3.6 1.0 -2.0
C 0.995761 -1.116834 -0.519152 0.4 0.2 -1.1
C 0.279224 0.119268 -0.045508 -0.8 0.2 1.3
C 0.043310 -0.279084 1.494914 1.9 0.5 -0.1
C 1.172564 1.328972 -0.180428 1.6 0.6 1.2
N -0.936674 0.407865 -0.803957 2.2 1.2 -2.1
N -2.428311 -1.041254 0.187109 3.5 0.4 0.3
O 2.254981 -1.186421 -0.685862 -0.2 1.6 1.0
H -2.951078 0.322305 -1.464525 2.0 -1.3 1.9
H 0.518162 -2.005468 -0.866699 -1.2 -0.6 0.3
H -0.523686 -1.201286 1.559451 -0.3 0.3 0.3
H -0.346790 0.583864 2.135923 0.4 -1.2 -1.2
H 1.114887 -0.512922 1.808503 -1.3 0.4 0.2
H 0.743561 2.321071 0.118633 0.2 -1.3 0.4
H 1.332304 1.472035 -1.213523 0.5 0.1 -1.5
H 2.203835 1.134711 0.279448 -1.6 0.6 -0.4
H -0.777991 0.974632 -1.704049 -0.4 -1.2 2.1
H -3.317228 -1.379351 0.184739 -3.1 -0.8 -0.2
H 2.633162 -2.035856 -0.937752 -0.1 -0.6 -0.3
```
Positions in Å, forces in eV/Å.

## Properties
net charge = +1
gap between HOMO and LUMO = 0.2759 hartree
E_LUMO = -5.9 eV
relative energy (zero: lowest compared OMol25 entry of this formula, charge and spin) = 87.9 kcal/mol
largest force on an atom = 4.28 eV Å⁻¹
total energy = -10381.7916 eV

What did the second record say?
Formula: C5H11N2O
Source: the OMol25 dataset
Level of theory: ωB97M-V/def2-TZVPD

```
19
Properties=species:S:1:pos:R:3:forces:R:3
C 0.015714 -1.438140 -0.243563 -0.5 1.4 1.9
C 0.065934 -0.367154 0.803344 -1.5 0.8 -1.1
C -0.474515 1.108313 0.353003 -0.9 -2.1 1.5
C -0.484441 2.056062 1.558275 2.3 -0.2 -1.5
C 1.326677 -0.986347 -2.308955 -0.3 -1.0 0.7
N 0.764965 -1.237646 -1.208618 2.0 -0.1 -4.1
N -0.742296 -2.513813 -0.101832 1.4 0.3 -1.6
O 0.250738 1.670935 -0.675216 0.7 0.1 -0.6
H -0.482979 -0.832487 1.565600 -1.5 0.2 1.5
H 1.001780 -0.293778 1.251418 2.1 0.3 0.2
H -1.507123 0.962139 -0.016206 0.4 0.0 0.2
H 0.593258 2.411345 1.635682 -1.1 -0.5 0.5
H -0.848549 1.680922 2.496701 -0.3 0.0 0.2
H -0.990251 2.885257 1.128015 -0.9 1.0 0.5
H 0.767615 2.410657 -0.320389 0.0 -0.3 -0.2
H 2.320829 -1.418787 -2.485944 -0.2 0.5 0.1
H 0.808132 -0.478172 -3.125066 0.0 0.2 0.3
H -1.402463 -2.567139 0.583208 -1.8 0.1 2.5
H -0.983025 -3.052166 -0.889456 0.1 -0.8 -1.1
```
Positions in Å, forces in eV/Å.

## Properties
net charge = +1
SMILES = C=NC(=[NH2+])C[C@@H](C)O
gap between HOMO and LUMO = 0.3775 hartree
E_LUMO = -4.0 eV
relative energy (zero: lowest compared OMol25 entry of this formula, charge and spin) = 57.0 kcal/mol
largest force on an atom = 4.57 eV Å⁻¹
total energy = -10383.1351 eV

- What is the gap between HOMO and LUMO in the second record?
  0.3775 hartree